C40H60BrF26IN3O5 | ωB97M-V/def2-TZVPD

Structure (XYZ):
```
136
Properties=species:S:1:pos:R:3:forces:R:3
N 1.313511 -4.326705 0.983843 0.482 -0.319 -0.135
C 2.810994 -2.552930 1.924442 0.394 -0.167 0.520
F 2.495692 7.132826 -1.614410 0.037 0.056 0.025
C -1.658839 4.820579 -1.820597 -0.089 -0.161 -0.280
H 2.242635 -4.027445 -1.303357 -0.038 0.006 0.041
F 1.258714 7.189715 -4.887035 -0.074 -0.018 -0.022
F -7.982631 -2.702233 -5.423765 -0.077 0.121 -0.016
F 1.134529 -8.208566 5.586222 -0.064 -0.183 0.161
C 2.563516 -3.517342 0.706564 -0.576 0.103 -0.157
C 1.829988 6.734910 -2.715122 -0.133 -0.061 0.002
H -2.457568 -0.331268 3.665316 -0.009 -0.102 0.092
H 2.200808 3.133918 -1.070227 0.186 0.122 0.025
H 1.170096 -2.060063 5.019964 0.044 0.058 -0.040
H -1.724289 0.536029 5.987863 -0.038 0.044 0.020
H -3.342008 -3.701814 4.381015 0.022 0.034 -0.205
H 3.815597 -3.203215 -3.475402 0.041 -0.082 0.034
F -6.046642 1.373078 -6.768224 -0.006 0.036 0.005
C 1.463193 -5.013218 2.293392 -0.481 0.041 0.250
C 1.014881 -5.870406 5.353701 0.131 -0.134 0.075
C 1.038129 -4.041448 3.404779 0.111 -0.340 -0.126
F 4.573870 8.778484 -1.996064 -0.024 -0.043 0.002
H 2.494304 -5.350790 2.377773 0.031 0.077 -0.110
C -6.446774 0.328425 -6.010972 0.071 0.076 0.078
C -5.473800 -1.942576 -5.092501 0.090 -0.160 0.509
F 2.703520 11.726075 -1.849446 -0.052 0.064 0.054
H 0.822044 -5.894410 2.302565 0.017 0.088 -0.087
F -7.062726 -2.351003 -8.154983 -0.004 0.029 0.007
H 2.471408 -7.227577 4.475681 -0.003 0.062 -0.140
H 1.208694 -5.012690 0.236459 -0.052 0.029 -0.038
O -5.806351 -3.130096 -5.781177 0.062 0.253 -0.515
C 1.944081 -1.814876 4.292609 -0.440 -0.098 0.211
F -5.720945 2.776586 -3.814092 -0.028 -0.047 -0.019
F 3.312225 7.676919 -4.293774 -0.011 -0.006 0.015
H -0.689867 -5.256100 3.573705 0.053 0.086 0.027
H 6.807433 -3.756282 0.578633 -0.075 0.014 0.017
F -0.517053 5.208755 -1.159602 -0.011 0.011 0.140
Br 5.210597 -5.680595 2.138688 -0.041 0.059 -0.053
H -4.485474 -2.148893 -4.683984 -0.007 0.004 0.001
N 2.725937 0.188514 5.173538 0.100 -0.202 0.125
C -2.612738 -2.891432 4.279036 -0.216 -0.513 0.252
F 1.979797 9.796599 -1.169390 -0.011 -0.121 0.063
H 2.680980 -4.942607 4.503576 -0.001 0.216 0.079
C 4.052987 -3.097910 2.735773 -0.167 0.047 0.202
C -0.506566 -4.178955 3.484166 -0.252 -0.375 0.265
H -2.630584 3.642294 -0.269212 -0.078 0.121 -0.084
C 2.028659 7.704543 -3.882850 0.326 0.104 0.023
C 1.555501 9.153440 -3.704411 -0.446 0.308 -0.113
F -3.795496 5.781018 -2.229195 -0.064 -0.052 -0.034
H -6.783974 -4.322732 -8.035819 0.002 -0.002 -0.002
H -1.113557 3.026243 -0.900756 -0.003 0.001 -0.005
H -2.735568 6.269531 -0.610796 -0.012 -0.003 0.000
H -0.631054 -2.700371 5.101782 0.015 -0.049 -0.131
H 3.213310 -0.007640 -0.303400 -0.085 -0.105 -0.019
F -2.034143 7.075917 -2.296659 0.007 0.026 0.000
H 2.893929 -2.121653 4.726910 0.051 -0.073 -0.094
H -4.012880 -1.961440 5.657551 0.047 -0.032 0.002
H -6.725278 0.695725 -5.019926 -0.014 -0.007 0.007
C -2.665832 0.779701 5.489678 -0.123 -0.092 -0.278
O 1.943661 -0.400369 4.135219 -0.033 -0.201 -0.072
H -2.339021 -1.698150 6.058478 -0.031 -0.061 -0.047
F -4.421896 1.203912 -1.977614 -0.044 -0.036 0.048
F 1.141053 -2.450439 -0.866678 -0.077 0.171 0.036
C 2.826047 10.391451 -2.027393 -0.186 0.132 -0.097
H -0.999440 -3.926641 2.540346 0.210 0.170 0.038
C -7.098777 -3.479986 -6.066435 0.091 -0.081 0.205
H 4.143045 -1.778655 -0.861846 -0.023 -0.179 0.134
C 5.322189 -3.692449 2.095389 0.053 -0.183 -0.128
C -1.235447 -3.489493 4.648062 -0.317 0.422 -0.131
C 3.475067 -2.340547 -1.505542 -0.118 0.295 -0.444
O -2.665332 2.510224 -2.015865 0.077 0.309 -0.443
H 2.086937 1.155161 2.229229 -0.020 -0.028 -0.132
I -0.063128 -1.378796 2.162392 0.062 -0.128 -0.020
O 2.511152 10.127036 -3.329364 0.439 -0.404 -0.033
C -2.061317 3.482337 -1.186197 0.094 -0.252 0.465
H 2.943479 -1.588749 -2.095379 0.050 -0.004 0.099
O 2.635257 1.336277 5.131830 0.052 0.412 0.037
C 1.304144 2.112718 0.455019 0.318 0.150 0.037
F -4.289797 0.038352 -5.254505 -0.037 -0.110 0.001
H 0.801022 1.494269 -0.302608 -0.100 0.016 0.061
H -4.113466 -0.165071 4.210139 0.076 -0.022 -0.106
F 4.484835 10.245529 -0.374807 0.021 0.008 0.016
H 5.210140 -3.723467 -0.101401 -0.094 0.153 0.062
H 0.810487 -7.410874 3.805273 0.134 0.071 -0.118
C -3.093876 -0.358171 4.555521 0.041 0.149 0.096
F -7.273435 -4.743749 -5.617885 -0.049 -0.047 0.060
C 2.379185 -3.082866 -0.755309 0.127 -0.323 -0.154
H -2.642520 -2.589701 3.229189 0.040 0.137 0.090
H 5.293414 -2.919166 -2.548939 -0.003 -0.077 -0.084
H 3.329374 -4.294085 0.679027 0.155 0.200 0.077
C 2.562913 -0.147731 0.563253 0.056 0.628 -0.071
H 1.404036 -5.932383 6.374617 -0.015 0.011 -0.069
C -5.279051 -0.660740 -5.913762 0.010 -0.194 -0.228
H 0.487548 -3.713283 0.950744 0.011 0.066 0.091
H 1.193414 4.051855 -0.214179 0.067 0.045 0.041
H -2.514782 1.697095 4.916208 -0.038 0.010 0.112
H 1.610640 -0.486015 0.171781 0.096 -0.219 0.088
H 4.291672 -1.204423 1.218643 -0.107 -0.059 0.029
C 4.290623 10.060016 -1.698718 0.044 0.072 -0.020
C -2.601512 6.020090 -1.666543 0.083 0.059 0.082
C -4.370305 2.727595 -3.712359 0.003 -0.020 -0.053
C -3.038175 -1.746994 5.214983 0.058 0.236 0.008
H 1.252900 9.458178 -4.705074 0.004 0.004 0.008
H 6.143634 -3.501674 2.783718 -0.154 -0.064 0.082
H 0.769870 6.637344 -2.479527 -0.013 0.046 -0.027
H 0.666884 9.197760 -3.073145 0.068 -0.118 0.086
H 4.242589 -4.289883 -2.153984 0.154 0.023 -0.037
F -4.686295 3.282232 -1.410461 -0.040 0.131 -0.005
H 3.309088 1.802318 1.159932 -0.061 -0.008 0.007
H 3.705784 -3.839384 3.449180 0.098 -0.023 -0.017
F -3.867945 3.902716 -4.127568 -0.003 0.008 0.029
H 1.753209 -3.884160 5.511419 -0.230 0.175 -0.041
H -6.140683 -1.764149 -4.247530 -0.088 0.093 -0.109
F 2.308931 5.517236 -3.072435 -0.010 -0.030 -0.003
H -0.067657 -5.829032 5.447641 0.009 0.134 0.024
C 5.814238 -3.319914 0.706929 0.390 -0.044 0.029
H 0.552426 2.421723 1.185550 -0.019 -0.029 -0.082
N 1.895842 3.328981 -0.122967 -0.282 -0.268 -0.148
H -3.991741 1.914910 -4.331976 0.041 0.146 0.021
H -1.437610 -4.214688 5.438547 0.290 0.057 0.093
C -4.014336 2.471575 -2.241103 0.078 -0.144 0.202
F -7.512780 -0.241430 -6.598041 -0.044 -0.047 -0.015
F -8.686751 -3.766475 -7.764550 -0.024 -0.014 -0.023
C 4.257489 -3.246355 -2.480169 -0.157 0.117 0.299
H 5.940926 -2.240723 0.594934 -0.138 -0.045 0.012
H 4.952658 10.719188 -2.262634 0.001 0.001 -0.005
H 4.402428 -2.280420 3.371910 -0.018 0.106 -0.231
C 1.655555 -4.620430 4.722829 0.331 -0.326 -0.149
C 1.401562 -7.186512 4.697179 -0.155 0.050 0.095
F -4.811047 -0.953697 -7.138639 -0.025 0.012 0.028
C 3.255114 -1.103428 1.554724 0.343 0.016 -0.244
F -1.330578 4.646806 -3.112387 -0.015 0.022 0.008
H 3.355326 -0.580824 2.505784 -0.068 -0.097 -0.120
C -7.372936 -3.525840 -7.578179 0.024 -0.073 -0.022
H -3.426584 0.979384 6.245872 0.102 -0.036 0.071
C 1.598511 -2.579673 2.999057 0.017 0.346 -0.208
C 2.363002 1.254876 1.175077 -0.097 -0.161 0.204
```
Positions in Å, forces in eV/Å.

Properties
Frontier orbital gap = 8.56 eV
Spin multiplicity = 1
E_tot = -205949.0323 eV
E_LUMO = -2.8 eV
Total charge = +1